[1]
Density functional theory data (ωB97M-V/def2-TZVPD) for a cluster of 15 separate species, C26H82B2FN2O21P in total.

Structure (XYZ):
```
135
Properties=species:S:1:pos:R:3:forces:R:3
C 3.80484 -3.93515 3.08637 0.03 0.37 -0.10
C 3.15272 -3.86361 1.72313 0.55 -0.22 0.21
O 2.51608 -2.58629 1.51381 -0.37 -0.26 -0.57
B 1.18680 -2.46673 1.66015 0.14 -0.07 0.22
O 0.43183 -3.32775 2.42863 0.14 0.06 -0.06
P 0.27039 -1.04425 0.63183 -0.18 0.20 1.02
C -0.79790 -0.58969 2.18535 -0.25 0.01 -0.16
N -1.72875 0.52625 2.05524 0.21 0.00 0.38
C -1.64927 1.59280 3.05039 -0.20 0.05 0.02
C 1.44116 -1.56973 -0.97195 0.49 -0.32 -0.62
C 0.92186 -1.07959 -2.24857 0.08 0.10 0.28
O 0.53363 0.00838 -2.55303 0.01 -0.23 -0.03
F 0.80186 -2.09058 -3.18326 -0.25 0.03 -0.18
C 0.97862 0.70302 0.54835 0.32 0.10 -0.32
C 1.86033 0.93690 1.73627 -0.26 -0.08 0.10
O 1.53751 1.46968 2.76319 0.13 0.06 -0.10
O 3.10825 0.43756 1.52860 0.07 0.21 0.05
C 3.95720 0.45792 2.66363 -0.13 -0.31 0.38
C 5.00517 1.51773 2.61835 0.27 -0.22 -0.38
O 3.80956 -0.35765 3.51774 0.03 0.21 -0.27
B -1.27930 -1.62041 -0.42685 -0.20 -0.01 0.04
O -1.18744 -2.87713 -0.97459 0.74 0.38 -0.25
N -2.43385 -0.74587 -0.62168 -0.02 -0.21 -0.38
C -3.54685 -1.26535 0.21315 -0.22 -0.06 0.35
C -2.87008 -0.74414 -2.02876 -0.24 0.32 -0.05
H 4.27151 -4.90602 3.24434 -0.13 -0.03 0.02
H 3.06247 -3.75527 3.86357 0.03 -0.15 0.05
H 4.57272 -3.16342 3.17281 -0.05 0.01 0.01
H 2.45587 -4.68811 1.56746 -0.15 0.17 0.05
H 3.91510 -3.93939 0.94450 -0.07 0.04 -0.02
H 0.22043 -3.00899 3.31268 -0.20 -0.06 -0.05
H -1.38094 -1.50451 2.38326 0.20 -0.12 -0.03
H -0.13730 -0.44647 3.04982 0.00 0.03 0.00
H -1.71801 0.90511 1.12079 -0.18 0.06 0.03
H -2.65066 1.96377 3.28727 0.02 0.02 -0.07
H -1.22495 1.20327 3.97802 0.08 0.03 -0.06
H -1.04890 2.44866 2.73131 0.11 -0.06 0.06
H 2.46168 -1.20250 -0.83325 -0.15 0.20 0.25
H 1.50172 -2.65831 -1.00009 -0.05 0.03 -0.01
H 0.20585 1.46860 0.52840 -0.15 -0.17 0.13
H 1.57878 0.79424 -0.35247 -0.11 0.00 -0.03
H 5.94609 1.05355 2.91293 -0.01 0.14 0.19
H 5.11380 1.94848 1.62681 -0.11 0.03 0.05
H 4.74674 2.31969 3.30860 -0.02 -0.06 0.04
H -1.29409 -2.92056 -1.93362 -0.48 -0.18 0.08
H -4.49046 -1.07626 -0.29839 0.01 0.09 -0.02
H -3.49612 -2.35083 0.37170 0.02 0.00 -0.09
H -3.57590 -0.77865 1.18872 0.18 0.05 -0.04
H -2.09974 -0.32911 -2.68279 0.13 -0.16 0.10
H -3.19690 -1.72849 -2.38790 0.09 -0.01 -0.05
H -3.73796 -0.08448 -2.10795 0.00 -0.05 -0.05
C 3.45944 -7.28465 6.09218 0.07 0.14 0.02
O 3.29955 -6.01443 5.46326 0.00 -0.14 0.08
H 3.29493 -8.03934 5.32770 0.01 -0.03 0.01
H 4.46883 -7.41092 6.49354 0.01 0.00 -0.02
H 2.73070 -7.43402 6.88938 -0.01 -0.05 0.00
H 3.43897 -5.33463 6.12817 -0.01 0.04 -0.03
C 5.34137 5.58253 1.34486 -0.07 -0.13 0.09
O 4.53240 4.40727 1.41830 0.00 0.04 -0.07
H 6.37450 5.24255 1.36431 0.02 0.04 -0.01
H 5.16996 6.14811 0.42833 -0.02 -0.01 -0.01
H 5.16832 6.23722 2.20040 0.03 0.05 -0.02
H 3.60891 4.67270 1.43101 0.00 0.03 0.00
C 3.32511 8.86317 0.81333 0.25 0.09 -0.13
O 4.72476 8.85417 1.11017 -0.16 0.07 0.02
H 2.85360 8.11499 1.44700 0.02 -0.03 0.00
H 2.88390 9.83874 1.03823 -0.05 -0.04 0.04
H 3.15235 8.62866 -0.23896 -0.14 -0.05 0.10
H 5.13268 9.50540 0.53349 0.11 -0.04 0.03
C -7.69016 -0.69353 -1.71711 0.15 -0.08 -0.20
O -6.32163 -0.74832 -2.10815 -0.10 0.10 -0.04
H -7.74915 -0.08407 -0.81933 0.01 0.01 0.00
H -8.29972 -0.23591 -2.50263 -0.11 0.01 0.09
H -8.08078 -1.69016 -1.49942 -0.05 0.03 0.04
H -6.25623 -1.29161 -2.90031 0.14 -0.07 0.05
C 2.93863 1.71410 -3.91002 0.19 0.07 0.05
O 4.23973 2.03724 -3.42854 -0.05 -0.01 -0.05
H 2.93900 1.91458 -4.97914 0.00 0.01 -0.01
H 2.70019 0.66215 -3.75223 -0.04 -0.01 -0.02
H 2.16966 2.32969 -3.43730 -0.05 -0.04 -0.01
H 4.26057 1.87390 -2.48194 0.01 0.02 0.01
C 3.15148 9.84304 -3.21920 -0.04 -0.09 0.02
O 2.63088 8.75156 -2.48155 0.25 -0.03 -0.17
H 3.76533 10.43398 -2.54119 0.00 0.01 0.00
H 3.77681 9.51154 -4.05293 0.02 0.02 0.00
H 2.35477 10.48321 -3.61073 0.02 0.03 0.00
H 2.07293 8.23476 -3.07621 -0.20 0.15 0.19
C -2.65898 3.68504 -0.57762 -0.01 -0.11 -0.02
O -2.93304 2.66474 0.37075 -0.03 0.03 -0.12
H -2.32267 4.55642 -0.01937 0.00 0.00 0.00
H -1.86910 3.38483 -1.27313 0.00 0.04 -0.01
H -3.55015 3.95828 -1.14966 0.01 0.02 0.00
H -3.22703 1.87792 -0.10300 0.05 -0.05 0.03
C -0.54604 -9.37807 5.82150 0.07 0.05 -0.01
O 0.71876 -8.74247 5.94763 -0.14 -0.06 -0.06
H -0.63944 -10.06873 6.65633 0.00 -0.01 0.01
H -1.36726 -8.65820 5.87112 -0.02 -0.02 0.00
H -0.62282 -9.94551 4.89010 -0.02 -0.01 0.01
H 0.81899 -8.12620 5.21571 0.04 0.04 0.04
C -3.66579 -1.77007 -5.46030 -0.08 -0.12 0.06
O -4.07321 -2.79484 -4.55427 -0.04 0.08 0.00
H -3.20292 -0.98687 -4.86549 0.01 0.02 -0.01
H -2.93531 -2.14088 -6.18239 0.01 0.03 -0.01
H -4.52311 -1.35083 -5.99249 0.04 0.05 -0.03
H -4.48065 -3.50161 -5.06233 0.03 -0.03 0.01
C -0.68972 9.58751 -3.59473 0.01 -0.06 0.06
O -0.02462 8.33734 -3.44758 -0.14 -0.05 -0.14
H -0.06386 10.21269 -4.22634 0.01 0.00 -0.01
H -1.66283 9.46711 -4.07620 0.00 0.02 -0.02
H -0.82385 10.08397 -2.63086 0.02 0.03 -0.01
H -0.56814 7.77455 -2.88970 0.04 -0.04 0.00
C -4.05030 -1.88322 4.32912 0.09 0.03 0.00
O -2.74537 -1.45090 4.67932 -0.06 0.04 -0.06
H -4.33717 -2.65295 5.04258 -0.01 -0.01 0.00
H -4.77542 -1.06625 4.38459 -0.02 -0.01 0.00
H -4.07691 -2.31257 3.32238 -0.02 -0.01 0.00
H -2.48994 -0.76713 4.04869 0.01 0.00 0.00
C 3.13564 -4.63641 -3.54551 -0.08 0.01 0.15
O 2.68661 -5.95238 -3.21758 -0.16 0.10 0.10
H 4.21986 -4.64043 -3.47400 0.01 -0.03 0.00
H 2.84462 -4.34856 -4.55752 0.01 -0.01 -0.01
H 2.73368 -3.90866 -2.83742 0.07 0.10 -0.07
H 1.72697 -5.95655 -3.29350 0.01 -0.07 -0.19
C -8.72841 2.08522 -5.06291 0.20 -0.03 0.12
O -7.39794 2.25264 -4.58631 -0.10 -0.06 -0.04
H -8.91787 2.88347 -5.77592 0.00 0.01 -0.01
H -8.84835 1.12385 -5.57017 -0.09 0.02 -0.02
H -9.45247 2.16248 -4.24730 -0.07 -0.01 -0.05
H -7.22012 1.54645 -3.95822 0.11 0.04 0.05
C 0.57336 -7.04549 -0.38141 0.04 0.04 -0.02
O 1.91087 -6.57926 -0.35498 -0.14 0.15 0.07
H 0.39466 -7.57435 0.55254 -0.01 0.00 0.01
H -0.14646 -6.22331 -0.45307 -0.01 -0.01 0.01
H 0.40387 -7.74435 -1.20799 -0.02 0.00 0.01
H 2.08158 -6.11139 -1.18189 0.28 -0.19 -0.02
```
Positions in Å, forces in eV/Å.

Calculated values
LUMO	0.10	eV
net charge	0
frontier orbital gap	7.4606	eV
HOMO energy	-7.4	eV

***

[2]
Density functional theory data (ωB97M-V/def2-TZVPD) for the molecule C3H2BrCl.

Structure (XYZ):
```
7
Properties=species:S:1:pos:R:3:forces:R:3
C -0.28331 0.94594 -1.40914 -0.35 -0.89 -0.72
C 0.15512 -0.16169 -1.28788 0.87 -1.03 0.36
C 1.19262 -1.03040 1.04025 -0.78 -0.03 3.51
Cl 2.70470 -0.32937 1.62572 0.44 -0.10 -0.83
Br 1.02669 -1.72899 -0.80546 0.10 0.57 -0.24
H 1.03433 -1.82795 1.86477 -0.03 0.35 -2.17
H -0.94460 1.62124 -1.85931 -0.26 1.13 0.10
```
Positions in Å, forces in eV/Å.

Calculated values
LUMO	0.08	eV
net charge	0
frontier orbital gap	7.7640	eV
HOMO energy	-7.7	eV

***

[3]
Density functional theory data (ωB97M-V/def2-TZVPD) for a structure of composition C45H46N3PPm.

Structure (XYZ):
```
96
Properties=species:S:1:pos:R:3:forces:R:3
Pm 0.32847 -1.09805 0.42288 0.20 0.24 -0.83
C -3.52463 0.42895 -2.83592 0.03 0.04 -0.02
C -3.66123 1.70775 -2.06802 0.04 0.05 0.17
C -4.21693 2.82875 -2.67042 -0.06 -0.02 -0.02
C -4.42503 3.99675 -1.95942 -0.01 0.06 0.07
C -4.09933 4.05445 -0.61462 -0.04 0.08 -0.04
C -3.52523 2.95685 -0.00102 -0.02 -0.09 0.06
C -3.28263 1.78955 -0.71642 0.55 0.15 -0.25
P -2.30583 0.40165 -0.03082 -0.81 -0.57 0.84
C -1.84403 0.96275 1.68858 0.23 0.01 -0.46
C -1.03363 2.10865 1.65968 -0.10 -0.02 0.04
C -0.51583 2.67155 2.81188 -0.11 0.07 0.04
C -0.76403 2.06265 4.03108 -0.02 0.13 -0.10
C -1.56283 0.93575 4.07878 0.13 -0.04 0.06
C -2.12303 0.36895 2.93468 0.00 -0.10 0.11
C -3.01973 -0.81635 3.12958 -0.02 -0.11 0.07
C -3.61183 -0.86645 0.16498 0.23 -0.06 -0.20
C -4.96733 -0.55565 0.08498 0.04 -0.05 0.05
C -5.91893 -1.55425 0.18338 -0.13 0.12 0.02
C -5.51763 -2.86755 0.35458 0.05 -0.12 0.05
C -4.17133 -3.18075 0.41228 -0.13 0.06 0.08
C -3.19203 -2.19445 0.30888 0.07 0.06 -0.24
C -1.73423 -2.58865 0.30258 -0.07 0.47 -0.17
H -3.42353 0.61705 -3.90262 0.06 0.00 -0.04
H -4.41253 -0.18705 -2.68362 0.03 -0.09 0.00
H -2.66213 -0.14205 -2.48432 -0.01 -0.09 -0.17
H -4.48743 2.78995 -3.71692 -0.02 -0.06 -0.07
H -4.84663 4.85975 -2.45192 -0.04 0.07 -0.05
H -4.27013 4.95725 -0.04842 -0.05 0.07 0.05
H -3.26613 3.00905 1.04588 0.03 0.06 0.04
H -0.83423 2.58285 0.70648 0.09 0.01 -0.01
H 0.08007 3.57035 2.75238 0.06 0.03 -0.03
H -0.35273 2.46995 4.94418 0.00 0.05 0.04
H -1.77333 0.48305 5.03938 -0.04 -0.04 -0.01
H -3.15933 -1.00875 4.19118 0.01 0.03 0.04
H -2.59453 -1.71255 2.68048 -0.11 -0.05 -0.01
H -3.99243 -0.63975 2.68048 -0.09 -0.13 -0.01
H -5.28293 0.46825 -0.05232 -0.02 0.10 0.01
H -6.96963 -1.31065 0.12728 -0.07 0.04 0.00
H -6.25273 -3.65485 0.43128 -0.08 -0.06 0.00
H -3.87793 -4.21665 0.52718 0.08 -0.03 0.00
H -1.56583 -2.93625 -0.74372 0.21 -0.04 0.25
H -1.68603 -3.48935 0.93388 0.31 0.09 -0.10
C 5.26757 -0.80955 -0.08332 0.17 -0.24 -0.02
C 3.88547 -0.67105 0.06228 -0.12 0.11 -0.03
N 3.03807 -1.68895 0.10398 -0.25 0.11 0.10
C 3.54667 -2.93935 -0.01062 0.53 0.00 -0.01
C 4.93927 -3.17485 -0.12212 -0.46 0.34 0.05
C 5.80317 -2.06885 -0.16852 -0.36 0.25 0.05
C 5.45077 -4.49875 -0.18092 -0.18 -0.49 -0.02
C 4.61357 -5.55935 -0.16522 0.46 0.30 -0.02
C 3.20597 -5.36835 -0.12652 -0.37 0.33 0.03
C 2.33417 -6.46605 -0.19242 -0.36 0.28 0.01
C 0.98307 -6.23295 -0.19222 0.37 -0.12 -0.01
C 0.52967 -4.91605 -0.11122 -0.13 0.18 0.02
N 1.31457 -3.85345 -0.02612 -0.18 0.25 0.08
C 2.65197 -4.06685 -0.04382 0.11 -0.48 -0.02
H 5.88407 0.07385 -0.11832 0.06 0.09 0.00
H 3.46227 0.32225 0.15108 0.00 -0.11 -0.04
H 6.86517 -2.23165 -0.27452 0.11 0.02 0.01
H 6.52037 -4.62575 -0.23552 0.13 -0.08 -0.01
H 4.98837 -6.56955 -0.19832 0.10 -0.13 -0.03
H 2.73967 -7.46395 -0.25732 0.02 -0.12 0.00
H 0.26937 -7.03765 -0.25612 -0.08 -0.07 -0.01
H -0.53363 -4.73745 -0.12172 -0.06 0.11 0.01
C 2.99327 2.25675 3.40488 0.01 0.01 -0.04
C 2.58527 2.56995 1.99638 0.04 -0.23 0.12
C 2.85987 3.81195 1.43788 -0.10 -0.12 -0.08
C 2.45257 4.10065 0.13968 0.04 0.02 0.28
C 2.68727 5.46405 -0.43952 0.00 -0.02 -0.02
C 1.81557 3.13125 -0.61622 -0.26 -0.37 -0.01
C 1.56897 1.83305 -0.11742 0.38 0.33 0.50
C 1.93887 1.61415 1.23538 -0.16 -0.29 -0.33
N 1.03287 0.77745 -0.79342 -0.32 -1.02 0.01
C 0.98697 0.73855 -2.25802 -0.04 -0.13 -0.28
C -0.06733 1.68165 -2.88542 0.24 -0.12 0.25
C 2.38097 0.99665 -2.86342 -0.33 -0.14 0.24
C 0.58597 -0.71125 -2.62812 0.08 0.50 0.60
H 3.46537 3.12185 3.86068 0.04 0.02 0.13
H 3.70247 1.42875 3.42718 0.03 -0.04 0.06
H 2.12627 1.97285 4.00168 -0.02 -0.02 0.09
H 3.37677 4.55625 2.02428 0.05 0.11 0.07
H 3.16097 6.11895 0.28648 0.03 0.07 0.02
H 1.74267 5.91265 -0.74172 -0.05 0.08 -0.06
H 3.32577 5.40635 -1.32002 0.03 0.04 -0.06
H 1.47737 3.40125 -1.60342 0.02 -0.03 -0.12
H 1.70537 0.62275 1.69908 0.37 0.69 -0.02
H 0.35787 2.64475 -3.14752 0.02 0.16 -0.03
H -0.89153 1.84725 -2.19272 -0.04 -0.02 -0.01
H -0.46353 1.24205 -3.79772 -0.07 0.01 -0.15
H 2.81097 1.90865 -2.46332 0.09 0.08 -0.07
H 2.31077 1.08875 -3.94212 0.02 -0.01 -0.22
H 3.05067 0.17075 -2.62432 0.07 -0.07 0.00
H -0.44973 -0.91105 -2.31652 -0.02 -0.05 -0.08
H 1.27347 -1.42165 -2.14072 0.03 -0.06 -0.17
H 0.65587 -0.85385 -3.70242 -0.07 -0.19 -0.06
```
Positions in Å, forces in eV/Å.

Calculated values
LUMO (alpha / beta)	-3.17 / -3.13	eV
expectation value of S²	6.009
net charge	+1
frontier orbital gap (alpha / beta)	6.1312 / 6.2263	eV
HOMO energy (alpha / beta)	-9.3 / -9.4	eV
multiplicity	5

***

[4]
Density functional theory data (ωB97M-V/def2-TZVPD) for a structure of composition C31H21N8ReS2.

Structure (XYZ):
```
63
Properties=species:S:1:pos:R:3:forces:R:3
Re -0.18724 0.13144 0.80808 -0.79 1.14 0.16
N -3.98897 1.19416 -0.12205 0.51 -0.25 -0.61
C -2.83430 0.55527 -0.36778 -2.68 0.06 0.99
N -1.71025 1.17844 -0.22848 0.21 -1.05 -0.40
C -1.63510 2.52905 -0.02033 1.73 1.27 1.13
N -0.43959 2.98112 0.27997 -1.06 0.86 -1.18
N 0.44024 1.94891 0.33156 1.44 -0.78 1.01
C 1.76329 2.12285 0.46970 0.47 2.49 -0.43
C 2.51818 1.09851 1.06053 0.35 -0.56 0.18
C 3.91044 1.10344 1.36414 -0.75 -0.02 -0.16
C 4.44162 -0.00992 1.96025 -0.02 0.05 -0.04
C 3.62205 -1.10205 2.29613 0.75 0.46 0.09
C 2.29716 -1.05088 2.03626 -0.13 0.59 -0.42
N 1.75854 0.02248 1.40822 0.44 -0.79 0.70
C -2.84304 3.32429 -0.00169 -1.05 -0.07 -0.61
C -2.95769 4.71716 0.00250 0.12 1.11 -0.03
C -4.17767 5.38378 -0.19629 -0.01 -1.92 -0.29
C -5.37048 4.61373 -0.39307 1.42 0.59 0.64
C -5.30333 3.25192 -0.21387 0.39 -0.76 -0.02
C -4.03630 2.62145 -0.08139 -1.30 -0.73 0.04
H -4.82071 0.63915 0.09176 0.11 0.20 -0.29
H -2.84839 -0.52629 -0.56083 -0.12 0.59 0.19
H 2.22362 3.09923 0.20646 -0.50 -0.72 0.34
H 4.49541 1.98594 1.14888 0.04 -0.05 -0.09
H 5.49172 -0.07704 2.20775 0.05 0.21 -0.04
H 4.06124 -1.91927 2.81958 0.05 -0.58 0.20
H 1.63033 -1.83488 2.32313 -0.38 -0.30 0.06
H -2.02434 5.26018 0.14388 -0.31 0.16 -0.12
H -4.24416 6.45077 -0.25673 0.22 0.34 0.05
H -6.29658 5.11505 -0.64549 -0.01 -0.11 0.21
H -6.20844 2.63426 -0.20298 0.40 0.21 -0.22
S -0.97578 1.21198 2.93597 0.31 -0.41 -0.07
C -2.13610 -0.05300 2.90790 -1.50 -0.34 0.78
S -1.68660 -1.39517 1.87903 -0.29 0.21 0.10
C -3.39381 0.00869 3.56132 1.93 -0.03 -1.16
C -3.56760 0.85267 4.66411 -0.76 2.10 2.49
N -3.79020 1.52883 5.59317 0.58 -1.28 -1.76
C -4.55052 -0.37052 2.86027 -2.96 -1.08 -2.31
N -5.49147 -0.54921 2.16375 2.67 0.43 1.84
N 0.26558 -0.92303 -0.59122 0.35 -0.94 -0.71
C 1.01359 -1.70543 -1.28230 -0.12 1.88 -0.85
C 2.02820 -1.04630 -2.15818 0.01 -0.43 -0.12
C 1.79845 0.17448 -2.81593 -0.18 -0.72 0.89
C 2.78382 0.73707 -3.60439 -0.50 0.34 -0.40
C 3.99325 0.08827 -3.78968 1.03 -0.15 0.27
C 4.25444 -1.08087 -3.06136 0.25 0.30 -0.65
C 3.26662 -1.66796 -2.28621 0.66 0.27 -0.14
C 0.94160 -3.12420 -1.14693 -0.08 -1.72 0.71
C 1.44862 -4.02706 -2.06718 0.47 -0.19 -0.06
C 1.65623 -5.36230 -1.75430 -0.05 0.12 -0.22
C 1.27988 -5.87143 -0.53701 0.00 1.01 1.16
C 0.72103 -4.98481 0.41370 -0.15 -0.37 -0.80
C 0.52586 -3.64798 0.08335 -0.48 -0.25 0.90
H 0.83063 0.62809 -2.64315 0.05 0.26 -0.26
H 2.55909 1.67612 -4.10001 0.17 -0.11 -0.05
H 4.80092 0.49598 -4.43823 -0.87 -0.22 0.56
H 5.24784 -1.52591 -3.14404 -0.38 -0.03 0.06
H 3.50488 -2.58232 -1.76352 -0.11 -0.01 0.11
H 1.78186 -3.68338 -3.01579 0.17 0.29 -0.67
H 2.19263 -5.99449 -2.43510 -0.09 -0.17 -0.45
H 1.51801 -6.89036 -0.27380 -0.17 -0.11 0.03
H 0.42567 -5.37917 1.37682 -0.06 0.18 0.04
H 0.02612 -2.97949 0.80112 0.52 -0.45 -0.29
```
Positions in Å, forces in eV/Å.

Calculated values
LUMO (alpha / beta)	-4.21 / -5.09	eV
expectation value of S²	3.801
net charge	+1
frontier orbital gap (alpha / beta)	5.6062 / 5.5959	eV
HOMO energy (alpha / beta)	-9.8 / -10.7	eV
multiplicity	4